Record 1
# C44H109N5O20

12 unconnected molecules or ions with the total composition C44H109N5O20 at a distorted geometry (ωB97M-V/def2-TZVPD, the OMol25 dataset).

Geometry (Å):
C: 1.441 0.974 -2.744
C: 0.154 0.344 -2.210
C: -1.052 1.056 -2.747
C: 0.149 -1.144 -2.687
C: 0.965 -2.131 -1.823
C: 0.778 -1.957 -0.361
C: 1.102 -0.520 0.136
C: 0.564 -0.387 1.563
C: 2.600 -0.200 0.097
N: 0.216 0.332 -0.715
O: 0.302 1.678 -0.273
H: 1.544 0.855 -3.832
H: 1.559 2.039 -2.538
H: 2.386 0.468 -2.531
H: -1.997 0.611 -2.422
H: -1.125 2.137 -2.631
H: -1.068 0.893 -3.831
H: -0.901 -1.446 -2.621
H: 0.521 -1.295 -3.699
H: 0.765 -3.176 -2.081
H: 2.025 -2.077 -2.098
H: 1.419 -2.643 0.205
H: -0.194 -2.346 -0.040
H: -0.439 -0.813 1.618
H: 0.557 0.654 1.896
H: 1.042 -0.908 2.393
H: 3.199 -0.688 0.869
H: 2.710 0.859 0.355
H: 3.123 -0.388 -0.839
H: 1.161 2.016 -0.574
C: -5.902 -3.146 -6.241
C: -4.655 -2.264 -6.481
C: -3.440 -2.736 -5.675
C: -4.473 -2.338 -7.988
C: -3.459 -1.306 -8.539
C: -3.960 0.113 -8.164
C: -4.367 0.322 -6.681
C: -3.076 0.577 -5.929
C: -5.358 1.480 -6.654
N: -5.132 -0.872 -6.213
O: -5.479 -0.790 -4.851
H: -6.747 -2.728 -6.777
H: -5.665 -4.206 -6.341
H: -6.144 -3.084 -5.175
H: -3.151 -3.766 -5.900
H: -2.501 -2.267 -5.981
H: -3.684 -2.554 -4.629
H: -4.119 -3.302 -8.374
H: -5.352 -2.213 -8.628
H: -2.493 -1.560 -8.086
H: -3.303 -1.588 -9.581
H: -4.853 0.254 -8.775
H: -3.117 0.771 -8.371
H: -2.587 1.528 -6.146
H: -2.329 -0.210 -6.009
H: -3.335 0.649 -4.861
H: -5.836 1.689 -5.696
H: -6.174 1.308 -7.357
H: -4.863 2.384 -7.022
H: -4.653 -0.719 -4.341
C: 5.864 1.244 2.801
C: 6.275 2.641 2.245
C: 7.174 2.325 1.014
C: 5.049 3.446 1.760
C: 4.374 4.167 2.911
C: 5.446 4.975 3.647
C: 6.608 4.203 4.306
C: 7.586 5.342 4.697
C: 6.109 3.483 5.567
N: 7.073 3.303 3.272
O: 8.280 2.631 3.573
H: 5.277 0.794 1.991
H: 6.688 0.526 2.886
H: 5.348 1.104 3.750
H: 7.423 3.304 0.604
H: 8.050 1.737 1.265
H: 6.550 1.779 0.305
H: 5.357 4.082 0.926
H: 4.306 2.838 1.230
H: 3.586 4.732 2.403
H: 3.858 3.555 3.654
H: 4.975 5.599 4.414
H: 5.858 5.761 3.007
H: 8.242 5.168 5.556
H: 6.997 6.193 5.038
H: 8.266 5.532 3.868
H: 5.245 4.012 5.981
H: 6.911 3.393 6.300
H: 5.680 2.488 5.426
H: 8.001 2.032 4.284
N: 1.742 -2.074 4.807
C: 3.039 -2.554 4.802
N: 3.942 -1.545 4.664
O: 3.319 -3.733 4.996
H: 1.128 -2.868 4.963
H: 1.512 -1.350 4.158
H: 4.918 -1.772 4.739
H: 3.619 -0.614 4.900
O: -0.194 -3.367 2.445
C: -1.493 -3.338 3.024
C: -1.547 -3.064 4.478
O: -0.654 -3.888 5.288
H: 0.210 -4.153 2.841
H: -2.001 -2.520 2.505
H: -2.083 -4.235 2.800
H: -2.535 -3.181 4.931
H: -1.287 -2.036 4.752
H: -1.265 -4.281 5.912
O: -0.777 -6.460 -2.307
C: -1.645 -5.593 -1.581
C: -1.176 -5.219 -0.170
O: -0.849 -6.324 0.665
H: 0.098 -6.337 -1.920
H: -1.818 -4.651 -2.118
H: -2.626 -6.070 -1.640
H: -1.988 -4.661 0.307
H: -0.306 -4.568 -0.287
H: -0.022 -6.055 1.076
O: 3.119 -4.636 -1.256
C: 4.257 -3.791 -1.582
C: 5.548 -4.581 -1.617
O: 5.634 -5.454 -2.740
H: 3.351 -5.554 -1.417
H: 4.002 -3.217 -2.476
H: 4.360 -2.967 -0.869
H: 5.505 -5.202 -0.719
H: 6.355 -3.853 -1.624
H: 5.106 -6.242 -2.594
O: 3.269 1.291 5.192
C: 1.868 1.681 5.168
C: 1.603 2.133 6.630
O: 2.413 3.225 7.046
H: 3.735 1.945 5.727
H: 1.678 2.538 4.510
H: 1.357 0.843 4.705
H: 1.844 1.357 7.353
H: 0.531 2.352 6.684
H: 1.882 4.025 6.980
O: -6.702 3.393 -1.003
C: -5.370 3.015 -0.626
C: -4.471 3.266 -1.835
O: -4.928 2.314 -2.837
H: -6.645 4.304 -1.302
H: -5.138 3.677 0.212
H: -5.298 1.980 -0.298
H: -3.401 3.073 -1.716
H: -4.626 4.263 -2.257
H: -4.319 2.436 -3.575
O: -3.458 1.251 1.743
C: -4.575 0.777 2.508
C: -4.205 -0.525 3.222
O: -2.965 -0.261 3.910
H: -3.305 0.513 1.122
H: -4.980 1.496 3.218
H: -5.398 0.667 1.791
H: -4.017 -1.414 2.613
H: -4.924 -0.756 4.010
H: -2.540 0.399 3.338
O: -4.186 -0.485 -2.080
C: -4.530 -1.366 -1.003
C: -3.302 -1.978 -0.466
O: -2.517 -0.997 0.235
H: -4.549 0.405 -1.989
H: -5.147 -0.834 -0.275
H: -5.204 -2.134 -1.395
H: -2.721 -2.495 -1.228
H: -3.630 -2.592 0.382
H: -1.592 -0.891 -0.034
O: -1.743 5.851 3.179
C: -1.006 4.842 2.470
C: -1.821 4.363 1.285
O: -3.172 4.049 1.648
H: -2.535 5.435 3.533
H: -0.054 5.228 2.114
H: -0.889 4.077 3.242
H: -1.587 3.443 0.732
H: -1.738 5.126 0.502
H: -3.241 3.089 1.729

The orbital gap comes out at 8.18 eV. The molar mass is 1028.37 g/mol. The value obtained for the LUMO energy is 0.15 eV. As for the HOMO energy: -8.03 eV. As for the structure (SMILES): CC1(C)CCCC(C)(C)N1O.CC1(C)CCCC(C)(C)N1O.CC1(C)CCCC(C)(C)N1O.NC(N)=O.OCCO.OCCO.OCCO.OCCO.OCCO.OCCO.OCCO.OCCO.

Record 2
# C44H113BN7O27

14 unconnected molecules or ions with the total composition C44H113BN7O27 at a distorted geometry (ωB97M-V/def2-TZVPD, the OMol25 dataset).

Geometry (Å):
O: -2.613 -0.805 -2.055
C: -1.609 -0.812 -1.430
O: -0.409 -0.566 -1.874
B: 0.485 -0.288 -0.707
O: -0.335 -0.520 0.485
C: -1.548 -0.844 0.105
O: -2.463 -0.996 0.866
O: 0.991 1.083 -0.816
C: 2.277 1.068 -0.579
O: 2.964 2.002 -0.387
C: 2.747 -0.401 -0.701
O: 1.676 -1.153 -0.754
O: 3.884 -0.729 -0.709
C: -3.599 4.347 -1.989
C: -4.007 2.911 -2.269
C: -2.801 2.241 -2.918
O: -2.511 2.806 -4.194
C: -1.720 1.977 -4.998
N: -4.258 2.254 -0.984
H: -2.737 4.455 -1.320
H: -4.408 4.921 -1.523
H: -3.276 4.892 -2.879
H: -4.914 2.872 -2.875
H: -2.993 1.175 -3.100
H: -1.919 2.394 -2.282
H: -2.150 0.999 -5.258
H: -0.763 1.757 -4.492
H: -1.488 2.499 -5.926
H: -3.990 1.278 -0.934
H: -3.798 2.750 -0.232
C: -5.921 -0.164 0.783
C: -6.524 -1.135 1.793
C: -6.353 -0.560 3.203
O: -6.906 -1.506 4.099
C: -6.765 -1.150 5.444
N: -7.933 -1.348 1.418
H: -4.915 0.166 1.044
H: -6.568 0.671 0.505
H: -5.827 -0.688 -0.178
H: -5.967 -2.076 1.784
H: -6.918 0.383 3.258
H: -5.276 -0.421 3.356
H: -5.718 -1.066 5.741
H: -7.234 -1.966 5.998
H: -7.353 -0.266 5.717
H: -8.483 -1.510 2.273
H: -8.344 -0.422 1.244
C: 7.126 -0.104 -3.989
C: 5.666 -0.409 -4.326
C: 5.177 -1.777 -3.877
O: 5.804 -2.832 -4.562
C: 6.993 -3.337 -4.008
N: 4.838 0.648 -3.712
H: 7.381 0.222 -2.978
H: 7.567 0.598 -4.702
H: 7.762 -0.992 -4.085
H: 5.533 -0.363 -5.409
H: 4.087 -1.820 -3.978
H: 5.264 -1.904 -2.790
H: 7.837 -3.149 -4.676
H: 6.906 -4.415 -3.824
H: 7.225 -2.928 -3.018
H: 4.643 0.524 -2.723
H: 5.298 1.552 -3.722
C: -7.513 1.711 -2.771
C: -8.025 0.841 -3.930
C: -7.509 -0.587 -3.929
O: -6.244 -0.840 -3.391
C: -5.102 -0.156 -3.997
N: -9.548 0.809 -3.837
H: -7.578 2.783 -2.976
H: -6.457 1.501 -2.567
H: -8.035 1.601 -1.817
H: -7.985 1.357 -4.897
H: -7.620 -1.052 -4.917
H: -8.205 -1.122 -3.273
H: -5.372 0.373 -4.911
H: -4.356 -0.930 -4.145
H: -4.827 0.562 -3.223
H: -9.927 1.723 -4.041
H: -9.763 0.610 -2.864
C: 6.557 1.488 1.253
C: 6.703 0.087 1.861
C: 7.151 0.193 3.320
O: 8.491 0.664 3.350
C: 9.389 -0.335 3.883
N: 5.421 -0.661 1.806
H: 5.622 1.933 1.600
H: 6.590 1.504 0.162
H: 7.403 2.102 1.579
H: 7.523 -0.418 1.334
H: 7.018 -0.748 3.858
H: 6.500 0.942 3.789
H: 9.404 -1.149 3.153
H: 9.027 -0.671 4.859
H: 10.338 0.173 4.032
H: 4.777 -0.204 2.456
H: 5.042 -0.365 0.901
C: 3.005 5.345 2.939
C: 1.626 4.681 2.900
C: 1.108 4.185 1.572
O: 1.071 5.279 0.689
C: 0.247 5.120 -0.443
N: 1.468 3.641 3.969
H: 2.952 6.416 2.777
H: 3.701 4.873 2.244
H: 3.396 5.146 3.940
H: 0.906 5.485 3.137
H: 0.067 3.852 1.715
H: 1.680 3.353 1.139
H: 0.543 4.355 -1.170
H: 0.188 6.122 -0.863
H: -0.768 4.845 -0.106
H: 0.462 3.450 3.995
H: 1.535 4.228 4.805
C: -2.389 -4.661 3.302
C: -1.239 -3.996 4.059
C: 0.055 -4.376 3.368
O: 0.427 -5.720 3.513
C: 0.682 -6.124 4.832
N: -1.469 -2.538 3.944
H: -2.256 -4.545 2.228
H: -3.347 -4.156 3.486
H: -2.617 -5.713 3.496
H: -1.210 -4.268 5.112
H: 0.848 -3.788 3.872
H: 0.060 -4.050 2.329
H: 1.068 -5.377 5.537
H: 1.412 -6.930 4.765
H: -0.238 -6.516 5.287
H: -2.244 -2.322 4.570
H: -1.882 -2.310 3.041
C: 2.767 0.153 3.927
C: 1.598 -0.722 3.475
O: 0.684 -0.866 4.541
O: 3.320 1.062 2.957
H: 3.598 -0.521 4.162
H: 2.526 0.633 4.881
H: 1.987 -1.716 3.224
H: 1.153 -0.326 2.552
H: 0.091 -1.651 4.493
H: 2.678 1.786 3.036
C: 5.695 -4.172 0.944
C: 5.121 -5.450 0.441
O: 4.459 -6.119 1.547
O: 4.650 -3.344 1.470
H: 6.048 -3.568 0.083
H: 6.524 -4.205 1.656
H: 5.891 -6.174 0.166
H: 4.407 -5.353 -0.379
H: 3.734 -5.522 1.778
H: 4.942 -2.399 1.515
C: 1.480 -0.056 -4.498
C: 0.218 -0.509 -5.210
O: 0.298 -1.744 -5.912
O: 2.490 0.106 -5.421
H: 1.712 -0.757 -3.681
H: 1.116 0.863 -4.009
H: 0.063 0.294 -5.945
H: -0.680 -0.504 -4.585
H: 0.677 -2.403 -5.321
H: 3.302 0.465 -5.008
C: 5.029 4.452 -1.854
C: 3.572 4.846 -2.076
O: 3.513 5.443 -3.383
O: 5.889 5.586 -2.024
H: 5.294 3.671 -2.576
H: 5.125 4.011 -0.859
H: 3.342 5.573 -1.283
H: 2.901 3.988 -2.034
H: 2.646 5.837 -3.516
H: 5.274 6.271 -2.317
C: -6.151 -4.867 -1.125
C: -5.282 -3.639 -1.266
O: -5.061 -3.301 -2.634
O: -5.431 -6.081 -1.247
H: -6.963 -4.799 -1.864
H: -6.712 -4.859 -0.187
H: -4.344 -3.772 -0.731
H: -5.838 -2.817 -0.794
H: -5.208 -2.350 -2.681
H: -5.101 -6.091 -2.153
C: -2.241 2.219 4.093
C: -3.140 1.658 3.016
O: -2.741 2.170 1.740
O: -0.880 1.954 3.837
H: -2.582 1.880 5.078
H: -2.281 3.309 4.054
H: -4.191 1.931 3.128
H: -3.118 0.561 2.944
H: -1.772 2.192 1.799
H: -0.652 1.012 3.975

The orbital gap comes out at 9.04 eV. The calculation puts the relative energy (zero: lowest compared OMol25 entry of this formula, charge and spin) at 1.495 eV. The molar mass is 1183.22 g/mol. The value obtained for the LUMO energy is 1.81 eV. As for the HOMO energy: -7.22 eV. As for the charge: -1.